Entry 1:
A structure of composition C6H12F10K2N2O14PS4 at a distorted geometry. Source: the OMol25 dataset; level of theory: ωB97M-V/def2-TZVPD.

Summary:
spin multiplicity	2
LUMO energy (spin up / spin down)	-2.206 / -7.296	eV
Kohn-Sham gap (spin up / spin down)	7.41 / 2.32	eV
net charge	0

```
51
Properties=species:S:1:pos:R:3:forces:R:3:nbo_charge:R:1
K -8.66930 -22.56881 -3.63527 0.25 0.26 -0.02 0.987
K -10.14296 -24.50881 -0.30451 0.70 0.03 -0.01 0.964
N -7.72856 -24.03510 -1.71246 -1.14 -4.94 -3.54 -1.264
S -6.67945 -23.64309 -0.73348 6.15 4.61 6.62 2.417
O -5.28630 -23.51235 -1.16496 -3.09 -0.38 0.57 -0.846
O -6.94841 -24.10942 0.62709 0.13 0.43 -2.01 -0.901
F -7.22500 -22.12997 -0.69992 0.09 0.78 0.11 -0.541
S -7.15470 -25.67865 -1.86801 -1.34 -4.90 -1.04 2.312
O -7.83111 -26.57172 -0.90149 0.79 2.76 -2.15 -0.857
O -5.79719 -26.01736 -2.24628 -2.80 1.65 0.38 -0.747
F -8.06190 -25.84943 -3.28310 0.67 0.23 1.07 -0.547
N -10.72941 -26.51363 1.45628 0.92 -1.83 -4.98 -0.931
S -11.56144 -26.39015 2.62846 -4.03 6.44 8.71 2.410
O -11.13699 -27.25462 3.69242 -0.29 -1.12 0.21 -0.553
O -12.99719 -26.09147 2.54776 2.80 -1.21 -0.25 -0.704
F -10.89201 -25.00542 3.07766 -0.93 -0.44 0.04 -0.478
S -11.60641 -27.69875 0.68488 1.92 -5.56 -7.66 2.325
O -12.46820 -27.27974 -0.42773 1.08 0.52 3.36 -0.814
O -11.86263 -28.91245 1.42713 -0.09 2.79 -0.22 -0.771
F -10.26678 -28.04849 -0.18329 -1.43 0.10 1.10 -0.470
P -4.17530 -27.90622 1.03200 -1.32 0.46 0.70 2.588
F -5.05722 -28.69390 -0.08707 -0.07 -0.25 0.54 -0.597
F -3.71865 -29.32247 1.79892 -0.32 1.27 -1.01 -0.597
F -2.94154 -28.00584 0.00222 0.16 0.50 0.81 -0.580
F -3.36822 -27.02814 2.15808 0.08 -0.60 -1.06 -0.587
F -4.72420 -26.45547 0.33730 0.85 -1.08 0.49 -0.620
F -5.49772 -27.84152 2.02374 0.41 -0.22 -0.48 -0.605
C -12.52088 -20.15107 -1.86696 -0.41 -0.14 -0.40 -0.258
O -11.73990 -19.59204 -0.81491 1.11 -0.38 -0.73 -0.467
C -10.52877 -20.14148 -0.62784 0.24 -1.20 3.01 1.011
O -10.01280 -21.10658 -1.21382 -0.98 1.96 0.43 -0.722
O -10.10972 -19.60329 0.57792 -1.70 -0.01 -1.64 -0.493
C -8.98196 -20.12745 1.26052 0.94 -0.51 -0.99 -0.253
H -13.42224 -19.54447 -1.95467 0.26 0.08 0.06 0.219
H -12.83369 -21.16765 -1.62861 0.13 -0.06 0.14 0.180
H -11.99099 -20.16691 -2.81937 0.07 0.14 0.08 0.184
H -9.08706 -21.20873 1.34938 0.45 -0.07 -0.40 0.183
H -8.83419 -19.77990 2.28301 -0.77 0.67 -0.27 0.218
H -8.16403 -19.76970 0.63513 0.64 -0.80 0.48 0.203
C -2.85681 -20.89620 -1.89236 0.47 -0.05 1.88 -0.265
O -3.64437 -21.53555 -2.86392 0.66 -0.09 -1.14 -0.512
C -3.27749 -22.74836 -3.36851 -0.26 -0.74 2.18 0.992
O -2.34841 -23.45068 -3.07115 0.10 1.12 -0.47 -0.597
O -4.32874 -23.13112 -4.06340 -1.06 1.01 -0.76 -0.518
C -4.42006 -24.36990 -4.69756 0.05 -0.99 -0.71 -0.248
H -2.87369 -21.45238 -0.95510 -0.22 -0.37 0.01 0.198
H -3.31253 -19.93927 -1.63796 -0.13 -0.01 -0.52 0.185
H -1.78856 -20.74085 -2.04338 -0.08 -0.15 -1.01 0.193
H -4.14412 -24.28526 -5.74865 0.33 0.11 -0.03 0.173
H -5.47631 -24.63885 -4.70762 0.02 -0.09 0.30 0.169
H -3.84094 -25.16823 -4.23346 -0.01 0.24 0.21 0.230
```
Forces are in eV/Å.

Entry 2:
The ion C3H6NO2S with charge +1 at a distorted geometry. Source: the OMol25 dataset; level of theory: ωB97M-V/def2-TZVPD.

Summary:
spin multiplicity	1
LUMO energy	-6.095	eV
Kohn-Sham gap	10.03	eV
relative energy (zero: lowest compared OMol25 entry of this formula, charge and spin)	107.2	kcal/mol
net charge	+1
SMILES	C#[N+]S(=O)(=O)CC

```
13
Properties=species:S:1:pos:R:3:forces:R:3:nbo_charge:R:1
C 1.79294 -2.23984 -0.01736 0.93 -1.05 0.25 0.451
C -1.72771 0.54146 -0.43639 -3.73 -1.10 3.42 -0.657
C -0.69539 0.63751 0.70486 0.25 1.08 -0.01 -0.521
N 1.13006 -1.33765 -0.11927 -1.04 1.21 -0.20 -0.457
O 2.28322 0.97785 0.82162 -6.56 -2.33 -3.93 -0.728
O 1.17308 0.91919 -1.50336 -1.12 -0.70 1.27 -0.756
S 1.01599 0.58776 -0.11900 6.44 3.93 3.54 2.034
H 2.47153 -3.03252 0.14427 0.38 -0.79 -0.02 0.291
H -1.28537 0.54974 -1.33296 1.76 0.43 -3.51 0.238
H -2.27068 -0.47304 -0.43795 0.68 1.55 0.35 0.253
H -2.53321 1.38454 -0.41510 1.66 -1.53 0.22 0.275
H -0.54370 -0.15322 1.47755 -0.48 0.42 -0.74 0.274
H -0.81076 1.63822 1.23310 0.85 -1.14 -0.65 0.304
```
Forces are in eV/Å.

Entry 3:
A cluster of 5 separate species, C8H22O4 in total at a distorted geometry. Source: the OMol25 dataset; level of theory: ωB97M-V/def2-TZVPD.

Summary:
spin multiplicity	2
LUMO energy (spin up / spin down)	-4.223 / -8.360	eV
Kohn-Sham gap (spin up / spin down)	9.20 / 5.01	eV
relative energy (zero: lowest compared OMol25 entry of this formula, charge and spin)	0.0	kcal/mol
net charge	+1

```
34
Properties=species:S:1:pos:R:3:forces:R:3:nbo_charge:R:1
C -1.01551 0.67623 -1.30144 -0.37 0.64 0.58 -0.608
C -0.97258 -0.37414 -0.20231 -0.46 -1.43 -0.77 -0.465
C -0.07391 -0.01087 0.93171 -2.04 -0.07 2.15 -0.006
C -0.61734 0.24482 2.14577 2.32 0.08 -0.07 -0.379
C 1.40683 0.07976 0.73408 1.21 0.63 0.19 -0.569
C 1.90500 -0.54728 -0.51529 0.23 3.36 1.02 0.123
C 1.92711 -1.88514 -0.71485 0.64 -2.45 -2.70 0.116
C 2.43065 -2.50700 -1.98089 0.81 1.14 0.11 -0.708
H -1.65903 0.33931 -2.09619 -0.16 -0.07 -0.41 0.247
H -1.45157 1.62149 -0.91746 0.24 -0.50 -0.28 0.225
H -0.02903 0.87653 -1.71488 0.03 -0.15 -0.08 0.162
H -0.59694 -1.34913 -0.63319 -0.41 0.77 0.23 0.210
H -2.01812 -0.60638 0.13695 1.04 0.43 -0.10 0.276
H 0.00391 0.54829 3.01981 -0.26 -0.41 -0.75 0.207
H -1.65383 0.24060 2.35624 -1.04 -0.12 -0.26 0.243
H 1.89590 -0.38970 1.61479 -0.17 -0.23 -0.42 0.301
H 1.74811 1.13005 0.81210 -0.18 -0.40 -0.43 0.260
H 2.30493 0.17103 -1.25256 -0.07 -0.64 0.01 0.261
H 1.57658 -2.57455 -0.00088 -0.57 -0.58 1.22 0.242
H 1.58346 -2.91659 -2.57601 0.40 -0.07 0.44 0.302
H 2.95980 -1.73561 -2.60974 -0.57 -0.85 0.54 0.247
H 3.15098 -3.32366 -1.71600 -0.77 0.38 -0.31 0.289
H 1.82167 2.14379 -3.45272 -0.13 0.03 -0.91 0.484
H 0.99609 2.17641 -2.14730 1.30 0.42 -0.78 0.468
O 1.91668 2.22545 -2.51408 -1.05 -0.34 1.66 -0.943
H -1.39384 -3.65495 1.49313 -0.17 -0.17 0.08 0.491
H -0.70477 -2.31911 1.57651 -0.37 2.30 1.19 0.470
O -0.62389 -3.16031 1.21278 0.65 -2.15 -1.22 -0.956
H -0.68712 2.46017 0.80060 -0.79 0.57 0.28 0.473
H -1.08816 2.72438 2.20939 -0.23 0.29 0.31 0.483
O -1.39866 2.90356 1.31533 1.23 -0.21 -0.47 -0.914
H -4.34350 1.91472 0.78332 0.90 -0.67 0.38 0.482
H -2.80425 1.95431 1.13381 -1.04 -0.42 -0.10 0.488
O -3.58823 1.34509 1.06092 -0.14 0.90 -0.34 -1.001
```
Forces are in eV/Å.

Entry 4:
A structure of composition C10H24BrGaIMgNP at a distorted geometry. Source: the OMol25 dataset; level of theory: ωB97M-V/def2-TZVPD.

Summary:
spin multiplicity	1
LUMO energy	-7.711	eV
Kohn-Sham gap	2.19	eV
net charge	+1

```
40
Properties=species:S:1:pos:R:3:forces:R:3:lowdin_charge:R:1
C -3.58429 -1.56161 -0.76640 0.29 0.64 -0.15 -0.188
C -2.87490 -1.40800 0.70461 0.87 1.89 -1.25 -0.771
Br -4.28489 -1.60011 2.15194 1.03 -0.19 -0.89 0.555
C -2.23981 0.13808 0.76507 -1.22 -1.10 0.28 -0.317
Ga -0.26489 0.17516 0.08787 -1.71 2.33 1.54 0.270
C 0.22678 2.16013 -0.21157 1.38 1.07 -0.01 -0.284
C 0.25582 2.64634 -1.77673 0.10 1.62 0.84 -0.355
N -0.98463 2.31737 -2.57674 0.62 0.02 0.71 -0.051
C 0.87376 -0.62626 1.66078 1.58 -1.44 1.69 -0.233
C 1.39909 0.50216 2.72796 -0.23 -0.61 0.80 -0.341
C 3.00937 0.89378 2.54598 -1.48 -1.85 -0.81 -0.734
I 3.20502 3.01476 3.09216 0.40 -0.85 -0.35 0.784
P 0.06426 -1.11535 -1.84832 1.77 -1.89 0.38 0.940
C 1.98262 -1.02684 -2.14864 0.07 0.12 0.02 -0.319
C -0.31733 -2.96674 -1.53729 -0.11 -1.20 -0.43 -0.330
H -4.69838 -1.14123 -0.71274 2.51 -1.19 -0.11 0.097
H -3.00004 -0.83370 -1.50950 -1.16 -1.57 1.50 0.063
H -3.52147 -2.63954 -1.22248 -0.44 2.03 1.05 0.079
H -1.97278 -2.12887 0.89986 -2.17 0.94 -0.18 0.064
H -2.94259 0.85478 0.14895 1.31 -1.33 1.40 0.077
H -2.21359 0.46799 1.88845 -0.08 -0.42 -2.06 0.056
H -0.43310 2.88603 0.46781 1.21 -1.62 -1.60 0.084
H 1.33999 2.29456 0.19765 -2.05 -0.11 -0.77 0.038
H 1.26796 2.29543 -2.29129 -2.28 0.41 0.89 0.098
H 0.32817 3.83774 -1.75256 -0.10 -2.57 -0.27 0.123
H -1.34128 1.35205 -2.40445 0.32 1.32 -0.06 0.008
H -1.74422 3.02511 -2.46634 1.05 -1.07 0.12 0.079
H 1.80502 -1.23576 1.23977 -1.94 1.14 0.97 0.065
H 0.16083 -1.36145 2.27418 1.58 1.46 -1.55 0.094
H 0.72125 1.47566 2.77035 1.58 -1.91 -0.34 0.097
H 1.31151 0.01645 3.81124 0.04 1.09 -2.24 0.130
H 3.29635 0.69456 1.41849 -0.49 0.76 2.14 0.028
H 3.65823 0.19905 3.24020 -1.15 1.49 -1.18 0.048
H 2.36733 -1.92804 -2.78833 -0.71 1.83 1.16 0.065
H 2.46677 -1.08178 -1.06647 -0.88 0.13 -2.23 0.047
H 2.21224 0.02723 -2.65400 -0.41 -2.42 1.13 0.062
H 0.58187 -3.49015 -0.98070 -1.71 1.05 -1.20 0.075
H -0.47891 -3.49067 -2.59653 0.52 1.05 2.21 0.081
H -1.30736 -3.16802 -0.93364 2.02 0.78 -1.20 0.037
Mg 5.67025 1.52969 2.15139 0.06 0.18 0.06 0.680
```
Forces are in eV/Å.

Entry 5:
A cluster of 10 separate species, C22H44Cl4F12N3O10 in total at a distorted geometry. Source: the OMol25 dataset; level of theory: ωB97M-V/def2-TZVPD.

Summary:
spin multiplicity	1
LUMO energy	-3.548	eV
Kohn-Sham gap	3.91	eV
relative energy (zero: lowest compared OMol25 entry of this formula, charge and spin)	189.2	kcal/mol
net charge	+1

```
95
Properties=species:S:1:pos:R:3:forces:R:3:lowdin_charge:R:1
N -5.76783 -2.15772 0.13609 0.52 -0.81 0.47 0.339
H -5.65265 -2.72892 -0.68886 -0.92 0.15 -0.89 0.143
H -6.06669 -1.19875 0.03055 0.15 0.46 -0.48 0.155
H -4.81574 -2.24171 0.46255 1.38 0.85 0.92 0.120
H -6.35420 -2.60579 0.82566 -0.41 -0.33 0.19 0.151
N -1.49257 -5.88349 -0.67803 0.29 -0.06 -0.04 0.330
H -0.83456 -5.30615 -1.18184 0.79 1.30 -0.46 0.111
H -2.21054 -6.15645 -1.33384 -0.32 -0.25 0.01 0.136
H -1.85759 -5.32538 0.08049 -0.25 0.74 0.39 0.128
H -0.97973 -6.66731 -0.30022 0.06 -0.55 0.12 0.145
N -0.73694 -3.25723 -6.22527 0.11 1.02 0.72 0.335
H -0.37303 -3.96762 -6.84416 -0.20 -0.22 -0.37 0.154
H -0.16656 -3.18790 -5.39463 0.69 -0.30 1.27 0.127
H -1.68504 -3.35741 -5.89187 -0.48 -0.64 -0.06 0.142
H -0.68080 -2.31365 -6.58107 0.14 0.45 -0.86 0.149
O 0.32927 -2.78965 -2.20998 -1.44 -0.65 0.28 -0.476
C 0.24265 -1.59315 -1.45737 0.62 -0.93 -0.39 -0.465
C -0.91512 -1.11928 -0.44330 -1.20 -2.19 -0.58 -0.421
O -1.56837 -2.05078 0.48981 1.07 1.09 -1.34 -0.496
H 0.43026 -0.83090 -2.21361 -0.76 1.14 0.00 0.056
H 1.19813 -1.52979 -0.93665 0.30 -0.12 1.02 0.056
H -1.71561 -0.69008 -1.04588 -0.46 -0.02 -0.75 0.034
H -0.49415 -0.19341 -0.05135 0.44 -0.01 1.07 0.060
C 5.53780 1.89865 -1.68524 0.12 1.03 -0.33 -0.051
C 5.08960 3.32874 -1.26520 0.06 -1.70 -2.27 -0.227
O 5.80842 3.44383 -0.10305 1.07 1.78 4.30 -0.018
C 5.74218 4.48353 0.77205 -2.12 2.57 -1.21 -0.265
O 5.02208 5.49708 0.66701 2.47 -3.61 0.45 0.130
C 6.76148 4.29946 1.97074 2.04 1.86 0.45 -0.534
F 7.72352 3.42596 1.69835 -0.16 -0.49 -0.63 0.166
F 7.42759 5.45381 2.34041 -0.47 0.08 -1.94 0.111
F 6.25340 4.00067 3.12323 -2.20 -1.64 0.96 0.195
H 5.08292 1.66418 -2.64764 -0.09 -0.54 0.25 0.077
H 5.33982 1.22748 -0.84952 -0.64 -0.19 -0.37 0.077
H 6.62270 1.84560 -1.77623 0.04 0.30 -0.28 0.077
H 4.00065 3.30530 -1.22333 0.00 0.50 0.74 0.130
H 5.41823 4.09488 -1.96742 -0.14 0.02 -0.11 0.132
C -4.37147 4.63654 0.07132 0.28 -1.37 0.03 -0.047
C -4.05909 3.22265 0.74923 -0.20 2.14 -1.36 -0.151
O -4.33643 3.40844 2.16307 -0.08 -0.81 0.77 0.019
C -5.19993 2.65378 2.85696 -1.24 -0.70 -1.48 -0.318
O -5.88044 1.74144 2.39992 1.25 1.33 0.90 0.096
C -5.37000 3.10016 4.38357 2.05 1.19 -1.68 -0.628
F -6.55334 3.56004 4.67075 -1.25 0.47 -0.33 0.211
F -5.09625 2.12335 5.15672 -0.07 -3.17 1.38 0.222
F -4.44410 4.00631 4.71356 0.03 1.19 -0.56 0.160
H -3.78829 5.45865 0.48621 -0.15 -0.25 0.55 0.075
H -5.43569 4.87213 0.07790 0.08 -0.01 0.18 0.071
H -4.03943 4.62296 -0.96678 -0.13 -0.35 -0.17 0.065
H -3.01185 3.01666 0.52796 0.24 0.07 1.03 0.119
H -4.55112 2.39413 0.23977 -0.76 0.15 0.63 0.105
C 5.13117 -0.70781 3.45809 -0.18 0.54 0.96 -0.054
C 3.67911 -0.78376 3.00292 0.86 -1.54 0.37 -0.229
O 3.08628 0.45981 3.30883 -2.20 1.25 1.21 0.005
C 2.17778 0.50446 4.35253 -0.34 -3.48 0.77 -0.269
O 1.81492 -0.46798 5.03139 1.06 2.74 -2.03 0.116
C 1.63477 1.92962 4.69339 0.29 -1.19 -1.32 -0.610
F 2.39706 2.77804 4.07384 0.54 1.72 -1.52 0.193
F 0.34055 2.10686 4.33985 0.77 -0.29 0.23 0.162
F 1.79885 2.17495 5.95318 -0.54 -0.18 1.98 0.214
H 5.67373 -1.65232 3.41774 0.02 0.15 -0.49 0.080
H 5.18555 -0.38780 4.49863 -0.36 -0.33 0.35 0.078
H 5.63065 0.14741 3.00286 0.21 -0.44 -0.71 0.076
H 3.11074 -1.59253 3.46221 0.16 0.11 0.45 0.114
H 3.65309 -1.05673 1.94797 -0.34 0.93 -0.29 0.122
C -4.77235 3.35394 -7.12521 0.29 1.49 -1.51 -0.064
C -3.51380 2.49257 -7.12554 -2.27 -1.13 0.63 -0.246
O -2.56837 3.20555 -6.40036 3.82 0.23 1.39 0.009
C -1.38752 2.61081 -5.97888 -1.84 -4.82 -2.94 -0.244
O -1.06988 1.39868 -6.24082 -1.43 5.34 1.24 0.074
C -0.48334 3.52924 -5.17412 0.01 -0.67 -0.32 -0.572
F 0.74820 3.32313 -5.67833 -0.30 0.96 0.42 0.168
F -0.86940 4.79922 -5.20026 0.60 -0.16 -0.30 0.192
F -0.50978 3.11503 -3.91796 0.21 -0.01 0.56 0.189
H -5.61052 2.90337 -7.65678 -0.08 -0.35 0.57 0.082
H -4.57508 4.22267 -7.75330 0.35 0.03 -0.60 0.075
H -5.03757 3.95350 -6.25440 -0.07 -1.18 0.75 0.084
H -3.25661 2.19605 -8.14242 0.56 0.40 0.02 0.133
H -3.72960 1.56764 -6.59072 0.14 -0.23 0.05 0.118
Cl 5.72261 -6.62042 -0.67815 -1.26 0.51 -0.12 0.484
C 4.24013 -5.58244 -0.28439 1.73 1.05 0.93 -0.607
C 3.84292 -5.83585 1.16137 -0.13 -2.07 -0.99 -0.594
Cl 3.19410 -7.56100 1.20896 -0.41 0.52 0.30 0.447
H 3.49179 -5.53630 -1.07556 0.04 -0.66 0.27 0.076
H 4.68528 -4.58996 -0.21438 -0.02 0.19 -0.43 0.060
H 3.08956 -5.15588 1.55911 0.18 -0.09 -0.09 0.076
H 4.74704 -5.95835 1.75774 -0.24 0.65 0.09 0.054
Cl -2.99827 -2.38482 7.11598 0.25 0.01 -0.49 0.504
C -2.33058 -3.00405 5.55417 0.34 -0.72 0.77 -0.629
C -1.31518 -4.16339 5.80624 -0.62 1.75 -0.91 -0.690
Cl -2.11826 -5.62971 6.31794 -0.17 -0.52 0.15 0.553
H -1.84486 -2.20751 4.99052 0.01 0.11 0.34 0.072
H -3.19893 -3.34579 4.99090 0.21 -0.15 0.00 0.050
H -0.54899 -3.88579 6.53010 -0.19 0.00 -0.05 0.071
H -0.86248 -4.29626 4.82363 0.21 -0.43 0.13 0.066
```
Forces are in eV/Å.

Entry 6:
An isolated molecule of C5H9N. Source: the OMol25 dataset; level of theory: ωB97M-V/def2-TZVPD.

Summary:
spin multiplicity	1
LUMO energy	1.116	eV
Kohn-Sham gap	9.19	eV
relative energy (zero: lowest compared OMol25 entry of this formula, charge and spin)	23.8	kcal/mol
net charge	0
SMILES	C=C(N)/C=C/C

```
15
Properties=species:S:1:pos:R:3:forces:R:3:nbo_charge:R:1
N -1.46561 0.37902 -1.20145 -0.03 0.16 -0.01 -0.821
C -1.02963 0.48027 0.12597 0.02 -0.16 -0.42 0.149
C -1.68599 1.18093 1.05038 -0.06 -0.02 0.36 -0.493
C 2.49591 -1.17027 0.13488 0.55 -0.26 0.11 -0.652
C 1.28507 -0.41762 -0.30680 -0.51 0.48 0.00 -0.174
C 0.21605 -0.23939 0.46473 0.14 -0.20 0.16 -0.225
H -0.97313 -0.27758 -1.78211 -0.02 -0.17 0.15 0.377
H -2.46568 0.30992 -1.30599 0.05 0.15 -0.08 0.381
H -2.61321 1.70926 0.86234 0.10 -0.03 -0.14 0.198
H -1.27819 1.23766 2.04982 -0.07 -0.04 0.02 0.201
H 2.78722 -0.91074 1.15318 -0.09 0.13 0.05 0.220
H 3.36319 -0.96690 -0.49645 -0.12 -0.02 -0.02 0.217
H 2.35137 -2.25499 0.15115 -0.12 0.07 -0.21 0.221
H 1.29614 0.08894 -1.27099 0.11 -0.24 -0.05 0.197
H 0.21617 -0.69225 1.45247 0.04 0.13 0.08 0.204
```
Forces are in eV/Å.

Q: What is the net charge in the third record?
A: +1